(1)
{"formula": "C13H37CdN2O7", "method": "ωB97M-V/def2-TZVPD", "orbital_gap_ev": 2.9, "lumo_energy_ev": -7.4, "energy_ev": -35944.5554, "charge": 1, "species": ["Cd", "C", "O", "H", "H", "H", "C", "O", "C", "C", "N", "C", "C", "O", "C", "H", "H", "H", "H", "H", "H", "H", "H", "H", "H", "H", "H", "H", "H", "H", "C", "O", "C", "C", "N", "C", "C", "O", "C", "H", "H", "H", "H", "H", "H", "H", "H", "H", "H", "H", "H", "H", "H", "H", "O", "H", "H", "O", "H", "H"], "coordinates": [[1.0599, -4.1380, 0.5538], [-0.1068, -0.9472, 0.4259], [0.1928, -2.2910, 0.1934], [0.6442, -0.4564, 1.0569], [-0.0820, -0.3617, -0.5006], [-1.0829, -0.7869, 0.8915], [-1.3427, -0.1813, 4.0439], [0.0162, 0.0800, 4.1639], [0.7399, -1.1584, 4.4371], [2.1946, -0.7361, 4.5746], [2.7227, -0.5601, 3.2351], [3.8247, 0.4298, 3.1248], [5.1352, -0.1550, 3.6583], [5.2937, -1.5346, 3.3931], [6.5975, -1.9667, 3.7233], [-1.7907, -0.6153, 4.9593], [-1.6343, -0.9542, 3.3165], [-1.9817, 0.6884, 3.8987], [0.5100, -1.8722, 3.6417], [0.2755, -1.4648, 5.3785], [2.6694, -1.5745, 5.0969], [2.0965, 0.1471, 5.2193], [1.9238, -0.1263, 2.7716], [3.5617, 1.2602, 3.7862], [3.8850, 0.6125, 2.0543], [5.1981, -0.0011, 4.7382], [5.9379, 0.4057, 3.1680], [6.9984, -1.5044, 4.6348], [7.3192, -1.6684, 2.9557], [6.5161, -3.0367, 3.8879], [0.3757, 2.6935, -3.0561], [-1.0145, 3.0063, -2.8669], [-1.6002, 2.3096, -1.7662], [-2.2490, 0.9429, -2.1889], [-3.4401, 1.0319, -3.0231], [-3.1526, 1.4296, -4.3947], [-4.4895, 1.5895, -5.1249], [-4.2953, 1.9170, -6.4675], [-5.4781, 1.8153, -7.2279], [0.9277, 2.9415, -2.1490], [0.7012, 3.3191, -3.8863], [0.4509, 1.6541, -3.3891], [-2.4426, 2.9903, -1.5735], [-0.9298, 2.2130, -0.9076], [-2.5113, 0.4804, -1.2344], [-1.3660, 0.4627, -2.6204], [-4.0458, 1.6413, -2.4847], [-2.5539, 0.6559, -4.8680], [-2.7082, 2.4237, -4.4455], [-5.0607, 2.3553, -4.5756], [-5.1639, 0.7279, -5.0293], [-6.1679, 2.6038, -6.8954], [-5.8925, 0.8069, -7.1680], [-5.2812, 2.0855, -8.2653], [-2.5284, -3.2994, 1.1525], [-1.7278, -2.7944, 0.9485], [-2.7961, -2.9964, 2.0285], [2.3489, -3.7099, -1.3280], [3.1551, -3.3375, -1.7151], [1.6438, -3.4920, -1.9603]], "forces_ev_per_a": [[-0.200, 2.203, -0.028], [0.599, 0.840, 1.002], [-0.019, -1.730, -0.787], [-0.098, -0.142, 0.138], [-0.076, -0.476, -0.279], [-0.033, -0.160, -0.010], [-1.721, -0.756, 0.913], [0.165, -0.525, -0.794], [-1.041, 1.781, 0.619], [-1.065, -1.617, 0.284], [-0.455, 0.792, -0.082], [-0.539, -1.962, 0.632], [0.020, 0.203, -0.282], [-0.229, 0.337, -0.051], [0.087, 0.302, 0.201], [0.537, 0.086, 0.237], [0.512, 0.239, -0.529], [0.651, 0.391, -0.417], [0.268, -0.176, -0.083], [0.507, -0.661, 0.083], [0.485, 0.426, 0.070], [0.708, 0.125, -0.108], [0.352, 0.017, -0.321], [0.288, 0.616, -0.635], [0.195, 0.641, 0.133], [0.071, 0.095, 0.115], [0.215, 0.089, 0.220], [-0.405, -0.051, 0.193], [-0.067, -0.412, -0.250], [0.389, -0.102, -0.244], [-1.352, 0.312, -0.534], [1.153, -0.394, 0.434], [-1.824, 0.581, -1.398], [1.206, 1.296, 0.892], [1.291, -0.696, 0.741], [-1.612, 0.727, -0.189], [-0.561, -0.256, 0.648], [0.502, -0.062, -0.333], [-0.025, 0.898, 0.036], [0.241, -0.280, -0.017], [0.151, 0.027, 0.132], [0.438, -0.096, 0.333], [0.175, -0.211, 0.824], [0.080, 0.039, 0.006], [0.009, -0.415, -0.109], [-0.640, -0.852, -0.457], [-0.376, 0.242, -0.702], [0.219, 0.079, -0.013], [0.595, -0.216, -0.205], [0.084, 0.425, -0.240], [0.460, -0.460, -0.066], [-0.370, -0.471, 0.182], [-0.235, 0.086, 0.027], [0.395, -0.312, 0.023], [0.392, -0.059, 0.179], [-0.110, 0.036, -0.132], [-0.080, -0.071, -0.112], [-0.648, -0.331, -0.355], [0.082, -0.129, 0.426], [0.259, 0.151, 0.039]], "nbo_charge": [1.70, -0.24, -1.03, 0.17, 0.19, 0.17, -0.26, -0.55, -0.06, -0.26, -0.62, -0.24, -0.07, -0.54, -0.25, 0.16, 0.14, 0.21, 0.15, 0.19, 0.20, 0.20, 0.35, 0.19, 0.20, 0.17, 0.17, 0.17, 0.17, 0.19, -0.26, -0.55, -0.09, -0.24, -0.63, -0.24, -0.05, -0.54, -0.25, 0.17, 0.20, 0.16, 0.18, 0.16, 0.19, 0.18, 0.36, 0.19, 0.20, 0.15, 0.16, 0.17, 0.17, 0.20, -0.95, 0.47, 0.47, -1.02, 0.54, 0.52]}


(2)
{"formula": "C13H37N2O5", "method": "ωB97M-V/def2-TZVPD", "orbital_gap_ev": 6.1, "lumo_energy_ev": 3.0, "energy_ev": -27296.1029, "charge": -1, "species": ["C", "O", "H", "H", "H", "C", "C", "C", "O", "C", "N", "H", "H", "H", "H", "H", "H", "H", "H", "H", "H", "H", "C", "C", "C", "O", "C", "N", "H", "H", "H", "H", "H", "H", "H", "H", "H", "H", "H", "C", "C", "O", "H", "H", "H", "H", "H", "H", "C", "C", "O", "H", "H", "H", "H", "H", "H"], "coordinates": [[0.9828, 2.1246, -0.7725], [-0.1057, 1.7746, 0.0140], [0.7966, 1.7501, -1.8053], [1.1393, 3.2212, -0.8254], [1.9078, 1.6257, -0.4079], [2.1504, -0.1141, 3.0350], [1.7990, -0.8658, 1.7713], [2.8846, -1.7742, 1.1868], [4.0780, -1.0392, 0.9956], [5.0916, -1.7338, 0.2955], [0.5691, -1.6618, 2.0263], [1.3639, 0.5779, 3.3282], [3.0476, 0.4817, 2.8437], [2.3571, -0.7740, 3.8851], [1.4753, -0.0938, 1.0626], [2.4845, -2.3884, 0.3734], [3.1274, -2.4699, 2.0107], [5.3894, -2.6239, 0.8601], [5.9276, -1.0450, 0.1978], [4.7203, -1.9996, -0.6989], [0.7470, -2.2501, 2.8439], [0.5752, -2.3591, 1.2782], [-5.3448, -2.3902, -0.6121], [-4.0215, -1.8092, -0.0957], [-2.7961, -2.3337, -0.8427], [-1.6949, -1.7383, -0.2485], [-0.6248, -1.3405, -1.1047], [-4.0459, -0.3462, -0.0340], [-6.2209, -1.9140, -0.1705], [-5.4455, -3.4770, -0.5246], [-5.4634, -2.1998, -1.6901], [-3.9610, -2.2716, 0.8997], [-2.9067, -2.0669, -1.9039], [-2.8359, -3.4274, -0.7716], [0.2992, -1.1757, -0.5704], [-0.9747, -0.4279, -1.5916], [-0.5950, -2.1211, -1.8771], [-3.7213, 0.0044, -0.9270], [-5.0207, -0.0690, 0.0201], [-3.7015, 0.7087, -3.5675], [-2.2416, 1.0751, -3.2061], [-2.2638, 1.4469, -1.8494], [-3.9889, -0.1044, -2.9063], [-3.7870, 0.3575, -4.5985], [-4.3415, 1.5804, -3.4487], [-1.9521, 1.8894, -3.8794], [-1.6336, 0.2263, -3.5369], [-1.4003, 1.8241, -1.5569], [4.0642, 3.5221, 1.8777], [2.6290, 3.9265, 1.9011], [1.8116, 2.8936, 2.4916], [4.4113, 3.2448, 2.8790], [4.7067, 4.2954, 1.4434], [4.3107, 2.6143, 1.3167], [2.2790, 4.1102, 0.8834], [2.4692, 4.7868, 2.5520], [1.4935, 2.3435, 1.7511]], "forces_ev_per_a": [[-1.562, -0.869, 0.719], [0.661, 0.456, -0.388], [0.615, 0.211, -0.389], [0.332, 0.042, -0.190], [0.425, 0.264, -0.288], [0.878, 0.063, 0.016], [-1.337, 0.281, -0.062], [0.368, 0.293, 2.296], [-0.070, 0.189, -0.931], [-0.726, 0.323, 0.282], [1.002, -0.803, -0.220], [-0.099, -0.128, -0.167], [-0.089, -0.012, 0.195], [0.016, -0.194, -0.071], [0.201, -0.112, -0.306], [0.391, 0.423, -0.590], [-0.206, -0.415, -0.146], [0.129, -0.129, -0.158], [0.096, -0.083, -0.002], [0.202, -0.222, -0.062], [-0.031, 0.247, 0.123], [-0.771, 0.151, -0.012], [-0.042, -0.078, -1.429], [-0.816, -0.710, 0.584], [-0.967, 0.849, -0.057], [0.871, -0.410, 0.910], [-1.955, -0.340, -1.021], [-0.376, -0.739, -0.151], [0.132, -0.055, 0.395], [0.145, 0.046, 0.339], [0.132, 0.109, 0.013], [0.380, 0.631, 0.297], [0.187, 0.068, -0.138], [0.436, -0.192, -0.021], [-0.056, -0.029, 0.187], [0.628, 0.162, 0.155], [0.844, -0.003, -0.078], [0.432, 0.428, 0.220], [0.044, 0.173, 0.134], [0.869, 0.063, -0.066], [-1.557, 0.475, -0.895], [0.558, -0.151, -0.914], [-0.411, 0.008, -0.004], [0.078, -0.010, -0.018], [-0.141, -0.085, 0.214], [0.211, 0.286, 0.184], [0.424, -0.181, 0.749], [-0.123, -0.432, 0.907], [1.387, -0.554, 0.190], [-1.076, -1.022, 0.289], [0.467, 0.307, -0.698], [-0.005, 0.479, 0.103], [-0.032, 0.147, 0.263], [-0.657, 0.044, -0.338], [-0.094, 0.336, 0.099], [0.153, 0.279, -0.271], [-0.494, 0.122, 0.216]], "nbo_charge": [-0.24, -0.99, 0.09, 0.10, 0.09, -0.61, -0.10, -0.07, -0.54, -0.24, -0.78, 0.24, 0.22, 0.17, 0.23, 0.17, 0.14, 0.16, 0.19, 0.16, 0.32, 0.33, -0.62, -0.06, -0.05, -0.54, -0.22, -0.79, 0.20, 0.20, 0.19, 0.17, 0.15, 0.15, 0.20, 0.20, 0.13, 0.37, 0.33, -0.62, -0.06, -0.75, 0.19, 0.19, 0.20, 0.14, 0.14, 0.53, -0.63, -0.07, -0.75, 0.20, 0.19, 0.21, 0.18, 0.16, 0.50]}